# 1
Below is a cluster of 3 separate species, C3H13NO3 in total at a distorted geometry, with properties calculated with the ωB97M-V functional and the def2-TZVPD basis.

Each line ends with the natural charge from an NBO analysis.
CARTESIAN COORDINATES (ANGSTROEM)
O (-0.248, -2.040, -1.774)  -0.726
O (1.051, 2.230, -3.781)  -0.936
O (-2.665, 0.810, 0.891)  -0.947
N (0.384, 0.980, 2.099)  -0.830
C (-0.048, -1.081, 0.569)  -0.461
C (0.579, -1.412, -0.778)  -0.061
C (0.934, -0.205, 1.427)  -0.213
H (-1.176, -2.057, -1.351)  0.461
H (-3.389, 1.324, 1.296)  0.481
H (2.102, 2.128, -3.407)  0.469
H (-0.557, 0.955, 2.249)  0.358
H (-0.987, -0.507, 0.455)  0.224
H (1.485, -2.125, -0.658)  0.174
H (0.768, -0.474, -1.330)  0.162
H (1.443, -0.954, 2.022)  0.179
H (-0.217, -2.042, 1.115)  0.204
H (-2.384, 1.284, 0.148)  0.472
H (1.776, 0.198, 0.773)  0.173
H (0.541, 1.900, -2.960)  0.468
H (0.607, 1.089, 2.995)  0.350

Output
E_HOMO = -9.4 eV
SMILES = NCCCO.O.O
Gap between HOMO and LUMO = 9.82 eV
Molecular weight = 111.1 g/mol
Relative energy (zero: lowest compared OMol25 entry of this formula, charge and spin) = 58.09 kcal per mole
E_LUMO = 0.389 eV
Multiplicity = 1

***

# 2
Below is the ion C7H10BrClO3P with charge -1 at a distorted geometry, with properties calculated with the ωB97M-V functional and the def2-TZVPD basis.

Each line ends with the natural charge from an NBO analysis.
CARTESIAN COORDINATES (ANGSTROEM)
Br (-0.536, 1.668, 2.405)  0.042
Cl (-0.335, 3.958, -1.009)  -0.015
P (-2.933, 0.372, -1.395)  2.358
O (-4.399, 0.350, -1.293)  -1.139
O (-2.557, 0.098, 0.241)  -0.827
O (-2.018, -0.452, -2.235)  -1.159
C (-1.359, 2.603, -0.944)  0.040
C (-1.559, -1.365, 1.887)  -0.639
C (1.368, 0.873, -1.035)  -0.625
C (-2.339, 2.132, -1.636)  -0.704
C (1.184, 0.393, 0.391)  -0.539
C (-1.334, -0.486, 0.612)  0.031
C (-0.226, 0.681, 0.844)  0.018
H (-2.068, -2.294, 1.661)  0.215
H (1.201, 1.989, -1.071)  0.227
H (-3.034, 2.641, -2.308)  0.236
H (-0.558, -1.377, 2.405)  0.198
H (-1.063, -1.071, -0.212)  0.206
H (2.448, 0.944, -1.487)  0.190
H (2.000, 0.737, 1.132)  0.209
H (1.363, -0.725, 0.388)  0.206
H (-2.278, -0.802, 2.390)  0.223
H (0.882, 0.132, -1.732)  0.248

Output
E_HOMO (alpha / beta) = -4.9 / -4.8 eV
Gap between HOMO and LUMO (alpha / beta) = 7.74 / 7.64 eV
Molecular weight = 288.5 g/mol
Relative energy (zero: lowest compared OMol25 entry of this formula, charge and spin) = 35.90 kcal per mole
Charge = -1
E_LUMO (alpha / beta) = 2.827 / 2.822 eV
Multiplicity = 1

***

# 3
Below is the ion C5H9N2 with charge +1 at a distorted geometry, with properties calculated with the ωB97M-V functional and the def2-TZVPD basis.

Each line ends with the natural charge from an NBO analysis.
CARTESIAN COORDINATES (ANGSTROEM)
N (-1.732, 0.250, 0.108)  -0.387
N (0.633, -0.311, 0.354)  -0.376
C (0.864, -0.265, 1.820)  -0.415
C (1.600, -0.350, -0.712)  -0.289
C (-0.568, 0.017, -0.171)  0.573
C (0.876, 0.067, -1.925)  -0.162
C (-2.993, 0.644, 0.130)  0.011
H (-0.039, 0.335, 2.198)  0.231
H (1.896, 0.241, 1.884)  0.237
H (2.420, 0.349, -0.455)  0.240
H (0.505, -0.560, -2.632)  0.205
H (0.877, -1.297, 2.178)  0.236
H (2.001, -1.386, -0.859)  0.235
H (-3.597, -0.210, 0.528)  0.242
H (0.427, 0.973, -2.028)  0.194
H (-3.171, 1.503, -0.418)  0.225

Output
E_HOMO (alpha / beta) = -13.5 / -13.5 eV
Gap between HOMO and LUMO (alpha / beta) = 7.92 / 7.61 eV
Molecular weight = 97.1 g/mol
Relative energy (zero: lowest compared OMol25 entry of this formula, charge and spin) = 154.79 kcal per mole
Charge = +1
E_LUMO (alpha / beta) = -5.560 / -5.936 eV
Multiplicity = 1

***

# 4
Below is a structure of composition C21H17N5O2Pt, with properties calculated with the ωB97M-V functional and the def2-TZVPD basis.

Each line ends with the natural charge from an NBO analysis.
CARTESIAN COORDINATES (ANGSTROEM)
Pt (0.939, 0.154, -0.681)  0.908
O (4.792, -0.080, 0.516)  -0.658
O (-0.790, 1.153, -1.170)  -0.802
N (0.517, -1.783, -1.098)  -0.444
N (-0.616, 0.100, 1.776)  -0.485
N (1.867, 1.865, -0.133)  -0.417
N (-2.447, 0.960, 2.639)  -0.522
N (2.683, -0.600, -0.235)  -0.587
C (-0.849, -3.626, -1.728)  -0.257
C (0.209, -4.493, -1.505)  -0.142
C (-4.168, 0.222, -2.059)  -0.206
C (3.939, 2.677, 0.702)  -0.212
C (1.351, 3.090, -0.092)  0.065
C (2.862, -2.017, -0.406)  -0.265
C (1.556, -2.616, -0.875)  0.256
C (2.102, 4.168, 0.344)  -0.247
C (3.411, 3.960, 0.746)  -0.152
C (-1.542, 0.872, 3.671)  -0.119
C (-2.587, 0.373, 0.240)  -0.196
C (-2.852, 0.633, -2.141)  -0.256
C (-1.846, 0.480, 1.512)  0.355
C (1.419, -3.981, -1.074)  -0.243
C (-0.656, -2.278, -1.513)  0.079
C (-4.716, -0.133, -0.830)  -0.277
C (3.644, 0.210, 0.195)  0.602
C (-3.917, -0.051, 0.297)  -0.175
C (-2.021, 0.719, -1.009)  0.355
C (-0.417, 0.343, 3.111)  -0.095
C (3.140, 1.647, 0.259)  0.147
H (-4.324, -0.348, 1.257)  0.202
H (4.951, 2.442, 1.002)  0.253
H (-2.412, 0.912, -3.091)  0.214
H (3.166, -2.501, 0.529)  0.224
H (2.265, -4.627, -0.886)  0.228
H (-5.740, -0.473, -0.755)  0.211
H (0.523, 0.125, 3.592)  0.208
H (3.648, -2.240, -1.137)  0.222
H (0.323, 3.166, -0.423)  0.244
H (1.659, 5.154, 0.367)  0.228
H (-1.448, -1.557, -1.667)  0.236
H (-1.775, 1.192, 4.670)  0.216
H (-4.770, 0.170, -2.959)  0.209
H (4.015, 4.789, 1.091)  0.222
H (-3.365, 1.365, 2.675)  0.419
H (0.091, -5.557, -1.662)  0.223
H (-1.813, -3.981, -2.062)  0.232

Output
E_HOMO = -7.3 eV
Gap between HOMO and LUMO = 7.46 eV
Molecular weight = 566.5 g/mol
Relative energy (zero: lowest compared OMol25 entry of this formula, charge and spin) = 0.00 kcal per mole
E_LUMO = 0.116 eV
Multiplicity = 1